{"formula": "C14H18BCoF4N5OSSbSe4", "method": "ωB97M-V with the def2-TZVPD basis set", "spin_multiplicity": 2, "gap_ev": [4.083, 4.466], "lumo_ev": [-0.21, 0.09], "charge": -1, "total_energy_ev": -352248.8552, "symbols": ["Co", "C", "N", "C", "N", "S", "H", "H", "H", "H", "H", "H", "Se", "Sb", "Se", "Se", "Se", "F", "B", "F", "F", "F", "C", "C", "C", "C", "C", "C", "C", "C", "H", "H", "H", "H", "H", "C", "N", "C", "C", "O", "N", "C", "N", "H", "H", "H", "H", "H", "H", "H"], "coordinates": [[-0.1193, 0.8810, -0.6173], [-4.8350, 0.4922, -3.4661], [-3.9803, -0.1273, -2.4722], [-3.2657, 0.5442, -1.5833], [-3.2949, 1.8779, -1.6259], [-2.3166, -0.2527, -0.3869], [-5.1667, -0.2781, -4.1534], [-4.2801, 1.2232, -4.0578], [-5.7032, 0.9631, -2.9968], [-3.8100, -1.1236, -2.5077], [-3.7968, 2.3774, -2.3363], [-2.8561, 2.3779, -0.8581], [1.4027, -3.0052, -3.6695], [-0.6293, -1.8045, -3.3084], [-2.2178, -1.4894, -5.1000], [-2.0220, -2.8061, -1.4640], [0.0920, 0.6018, -2.7875], [1.3661, 4.0628, 0.8113], [1.4337, 3.4392, -0.4759], [0.0640, 3.1203, -0.8753], [2.0171, 4.2699, -1.4250], [2.1136, 2.2032, -0.3626], [0.6915, -0.7805, -0.2792], [1.2124, -1.8578, -0.0755], [1.8353, -3.1462, 0.1577], [2.9962, -3.5055, -0.5311], [3.6327, -4.7112, -0.2622], [3.1207, -5.5790, 0.6954], [1.9537, -5.2402, 1.3728], [1.3155, -4.0350, 1.1065], [3.3823, -2.8307, -1.2845], [4.5303, -4.9764, -0.8098], [3.6233, -6.5152, 0.9082], [1.5364, -5.9193, 2.1080], [0.4037, -3.7635, 1.6257], [1.6998, 2.9381, 3.9725], [0.6165, 2.4598, 3.1406], [-0.5602, 3.2481, 2.8203], [-1.1157, 2.5088, 1.6159], [-2.1266, 2.8352, 1.0377], [-0.2494, 1.4536, 1.3065], [0.7596, 1.5185, 2.1905], [1.7739, 0.6676, 2.1675], [1.2920, 3.6170, 4.7161], [2.4477, 3.4743, 3.3815], [2.1734, 2.1116, 4.5027], [-0.3001, 4.2610, 2.5184], [-1.2796, 3.2692, 3.6392], [1.7997, 0.0365, 1.3649], [2.6394, 0.9139, 2.6123]]}

***

{"formula": "C14H18Br13N2", "method": "ωB97M-V with the def2-TZVPD basis set", "gap_ev": 8.177, "lumo_ev": -3.28, "charge": 1, "total_energy_ev": -928325.6814, "symbols": ["Br", "C", "C", "C", "N", "C", "C", "C", "C", "C", "N", "C", "C", "H", "H", "H", "H", "H", "H", "H", "H", "H", "H", "H", "H", "H", "H", "C", "Br", "Br", "Br", "H", "C", "Br", "Br", "Br", "H", "C", "Br", "Br", "Br", "H", "C", "Br", "Br", "Br", "H"], "coordinates": [[-1.6715, 2.2207, -1.9561], [-0.5558, 1.8245, -0.3027], [-0.8083, 0.3003, 0.2782], [0.1319, -0.8542, -0.4081], [0.8470, -0.3176, -1.6395], [1.7743, 0.8444, -1.3529], [1.0541, 2.0910, -0.5424], [1.7632, 2.4628, 0.8904], [2.6487, 1.3994, 1.8123], [3.3116, 1.9958, 3.1897], [3.1890, 3.3853, 3.7469], [2.3550, 4.3174, 2.9112], [1.6192, 4.0028, 1.4819], [-0.9316, 2.5797, 0.5264], [-0.5882, 0.2893, 1.4507], [-1.9521, 0.0245, 0.0953], [-0.5291, -1.7897, -0.6804], [0.9731, -1.1701, 0.3633], [1.4312, -1.1288, -2.0054], [0.1904, -0.0571, -2.4300], [2.7190, 0.4044, -0.7984], [2.1870, 1.2672, -2.3888], [1.1571, 3.0373, -1.2487], [2.7650, 0.2757, 1.4483], [3.9721, 1.2227, 3.8181], [2.2155, 5.4256, 3.3331], [0.9946, 4.8199, 0.9158], [-5.1105, 3.1424, -3.9929], [-3.6746, 2.1839, -4.8893], [-6.4029, 3.8588, -5.2581], [-5.9637, 2.0539, -2.6248], [-4.6545, 3.9974, -3.4829], [-3.6786, -2.9678, -1.7126], [-1.8945, -3.0179, -2.4864], [-4.5526, -1.2570, -2.0184], [-4.7724, -4.4580, -2.3184], [-3.5605, -3.0774, -0.6295], [6.9604, 0.2922, 4.7244], [7.0790, 2.2271, 4.8864], [7.6098, -0.6091, 6.3213], [5.1653, -0.2855, 4.2465], [7.6203, -0.0008, 3.9012], [-4.1609, -8.0985, -1.0617], [-3.7633, -9.0074, -2.7349], [-5.1141, -9.2529, 0.1806], [-2.5644, -7.3314, -0.2573], [-4.8299, -7.2654, -1.3015]]}

***

{"formula": "C14H18Br2ClN3O2P2S", "method": "ωB97M-V with the def2-TZVPD basis set", "smiles": "C[C@@H](Br)[C@@H](Br)c1cnc2c([PH2]=N)cc(P(O)(O)=S)c(CCCCl)c2n1", "gap_ev": 6.596, "lumo_ev": -1.84, "charge": 0, "total_energy_ev": -205382.1512, "symbols": ["C", "C", "Br", "C", "Br", "C", "C", "N", "C", "C", "P", "N", "C", "C", "P", "O", "O", "S", "C", "C", "C", "C", "Cl", "C", "N", "H", "H", "H", "H", "H", "H", "H", "H", "H", "H", "H", "H", "H", "H", "H", "H", "H", "H"], "coordinates": [[-1.6525, -4.9901, -2.9625], [-2.1442, -3.8016, -1.8956], [-0.8176, -3.8229, -0.3908], [-2.3551, -2.3381, -2.6055], [-4.1648, -1.4963, -2.1832], [-1.2420, -1.2000, -2.1602], [-0.0227, -0.8470, -3.1784], [1.0581, 0.1786, -2.9789], [0.8577, 0.8113, -1.6308], [1.9911, 1.9530, -1.1798], [3.4621, 2.4962, -2.3124], [3.8710, 1.3985, -3.4288], [1.9142, 2.7238, 0.2914], [0.6964, 2.3970, 1.3703], [0.7517, 3.3367, 3.0306], [-0.6513, 3.1420, 4.0424], [2.1593, 2.8456, 3.9817], [0.9867, 5.2595, 2.6839], [-0.4248, 1.3001, 0.8952], [-1.6742, 0.9298, 1.9213], [-1.2409, -0.0311, 3.1805], [0.0446, -1.0080, 2.8969], [1.5858, -0.3833, 3.7916], [-0.3368, 0.5047, -0.5705], [-1.4209, -0.4992, -0.8446], [-1.9470, -6.0134, -2.4231], [-2.1554, -4.8867, -4.0214], [-0.4666, -4.8682, -3.0110], [-3.1822, -4.1360, -1.4699], [-2.3379, -2.4887, -3.7806], [0.0198, -1.4701, -4.1961], [4.6342, 2.6360, -1.4371], [3.1144, 3.7695, -2.8955], [4.8560, 1.0729, -3.2996], [2.7290, 3.5161, 0.5976], [-0.4560, 2.5785, 4.8615], [1.8578, 2.6038, 4.9200], [-2.1499, 1.9728, 2.2546], [-2.5683, 0.3627, 1.3701], [-1.0448, 0.5484, 4.1788], [-2.1749, -0.7451, 3.3895], [-0.1987, -2.0491, 3.4270], [0.2400, -1.2630, 1.7714]]}

***

{"formula": "C14H18BrCl4F4NO3P", "method": "ωB97M-V with the def2-TZVPD basis set", "gap_ev": 8.978, "lumo_ev": -3.85, "charge": 1, "total_energy_ev": -162723.1835, "symbols": ["O", "C", "Br", "C", "P", "C", "O", "O", "C", "C", "C", "N", "C", "C", "C", "F", "F", "C", "F", "F", "H", "H", "H", "H", "H", "H", "H", "H", "H", "H", "Cl", "C", "C", "Cl", "H", "H", "H", "H", "Cl", "C", "C", "Cl", "H", "H", "H", "H"], "coordinates": [[-2.2491, 3.9151, 0.8051], [-1.6916, 3.3807, -0.0972], [-0.6672, 4.4241, -1.3418], [-1.7757, 1.8619, -0.2686], [-0.3347, 1.0278, -0.9817], [-0.2135, 1.3332, -2.8026], [-1.3494, 2.0361, -3.2456], [-2.3084, 1.1185, -3.7801], [-0.5214, -0.7356, -0.7196], [0.2697, -1.6120, -1.4613], [0.1312, -2.9679, -1.2100], [-0.6934, -3.4880, -0.3081], [-1.4513, -2.6371, 0.3720], [-1.4068, -1.2559, 0.2190], [1.2410, 1.4968, -0.0195], [1.6546, 0.3834, 0.6159], [0.9715, 2.4235, 0.9085], [2.4241, 1.9317, -0.8934], [2.1925, 3.1066, -1.4926], [2.6594, 0.9558, -1.8050], [-1.8981, 1.4696, 0.7413], [-2.6820, 1.6387, -0.8346], [0.6986, 1.8480, -3.0969], [-0.2120, 0.3690, -3.3169], [-2.4875, 0.4601, -3.0888], [0.9743, -1.2499, -2.1982], [0.7555, -3.6594, -1.7625], [-2.1342, -3.0595, 1.1140], [-2.0333, -0.6116, 0.8166], [3.2997, 2.0330, -0.2407], [-5.5085, -3.6892, 3.4380], [-5.9335, -4.8819, 2.1829], [-4.7105, -5.4513, 1.5146], [-3.8617, -4.2261, 0.5207], [-6.5893, -4.3948, 1.4663], [-6.4864, -5.6812, 2.6726], [-4.9949, -6.2627, 0.8475], [-3.9983, -5.8341, 2.2401], [4.7264, 3.5835, 0.6034], [5.8632, 3.6069, 1.9859], [7.0253, 2.6760, 1.7654], [6.5176, 0.9675, 1.7958], [5.3041, 3.3446, 2.8796], [6.2168, 4.6309, 2.0866], [7.7548, 2.8107, 2.5616], [7.5126, 2.8644, 0.8125]]}

***

{"formula": "C14H18Cl2N2O4S", "method": "ωB97M-V with the def2-TZVPD basis set", "gap_ev": 9.217, "lumo_ev": -0.38, "charge": 0, "total_energy_ev": -61861.0589, "symbols": ["C", "H", "H", "H", "C", "C", "H", "H", "H", "C", "H", "C", "O", "N", "H", "C", "H", "H", "C", "C", "H", "C", "H", "C", "H", "O", "H", "H", "H", "H", "O", "C", "O", "C", "N", "S", "C", "C", "Cl", "Cl", "H"], "coordinates": [[-0.6668, 3.2478, -2.0695], [-1.5816, 2.6740, -1.9453], [-0.7014, 3.7509, -3.0322], [-0.6182, 4.0039, -1.2876], [0.5546, 2.3345, -2.0043], [1.8397, 3.1298, -2.2174], [1.9633, 3.8759, -1.4347], [2.7008, 2.4683, -2.2135], [1.8020, 3.6395, -3.1765], [0.6127, 1.6185, -0.6515], [0.8181, 2.3324, 0.1577], [1.6785, 0.4991, -0.6201], [2.2723, 0.1206, -1.6068], [1.8611, -0.0033, 0.6119], [1.2815, 0.3100, 1.3794], [2.6474, -1.1861, 0.8667], [3.1865, -1.0469, 1.8062], [3.3563, -1.3101, 0.0461], [1.7554, -2.4339, 0.9738], [1.0569, -2.8148, -0.3512], [1.2831, -3.8489, -0.6088], [-0.4345, -2.6436, -0.0478], [-0.7776, -1.6536, -0.3487], [-0.4590, -2.7793, 1.4747], [-0.4733, -3.8408, 1.7651], [0.7307, -2.1717, 1.9248], [-1.2946, -2.2687, 1.9558], [-1.0543, -3.3909, -0.5375], [1.3842, -2.1770, -1.1683], [2.3772, -3.2690, 1.3326], [-0.6574, 0.9965, -0.4008], [-1.0951, 0.9536, 0.8451], [-0.4878, 1.3566, 1.8094], [-2.4356, 0.3220, 0.9237], [-3.1067, 0.0402, -0.1704], [-4.5251, -0.6635, 0.1381], [-4.3002, -0.6302, 1.8535], [-3.0832, -0.0452, 2.1343], [-2.4631, 0.1717, 3.7031], [-5.4231, -1.2352, 2.9700], [0.4763, 1.5671, -2.7793]]}

***

{"formula": "C14H18ClFN4O4S", "method": "ωB97M-V with the def2-TZVPD basis set", "gap_ev": 8.946, "lumo_ev": 0.27, "charge": 0, "total_energy_ev": -55018.5595, "symbols": ["C", "H", "H", "H", "S", "O", "O", "N", "C", "C", "H", "H", "C", "C", "O", "N", "H", "N", "C", "O", "N", "C", "C", "C", "C", "C", "C", "H", "Cl", "F", "H", "H", "H", "H", "C", "C", "H", "H", "H", "H", "H", "H", "H"], "coordinates": [[1.4390, 1.8181, -0.0744], [0.9682, 2.1856, -1.1150], [2.2026, 2.2639, 0.1186], [0.6978, 1.7828, 0.6350], [1.9312, -0.0940, -0.6167], [0.7056, -0.7177, -0.5236], [2.8478, 0.0430, -1.5222], [2.7354, -0.7149, 0.8157], [2.6533, -0.1839, 2.1994], [1.9311, -1.0071, 3.0917], [2.5075, -1.7859, 3.7556], [1.4427, -0.6010, 4.0295], [0.9466, -1.8634, 2.2240], [-0.3238, -0.8225, 1.9764], [-0.2121, 0.2409, 2.0189], [-1.2699, -1.3844, 1.5189], [-1.2333, -2.3581, 1.1072], [-2.4861, -0.7456, 1.2618], [-3.0283, 0.1010, 0.2186], [-3.8954, 0.8375, 0.4704], [-1.9806, 0.0716, -0.8068], [-2.0552, 1.0263, -1.7208], [-1.0921, 0.9416, -2.7332], [-1.0169, 1.7888, -3.8310], [-2.3061, 2.2487, -4.2550], [-3.2718, 2.5725, -3.3991], [-3.0389, 1.8224, -2.3186], [-4.1508, 1.7863, -1.4455], [-4.4614, 3.6240, -3.6047], [-2.1288, 3.3140, -5.3827], [-0.3326, 1.5900, -4.6548], [-0.1526, 0.1605, -2.6854], [-1.1628, -0.3081, -0.6798], [-3.0118, -0.6720, 1.9957], [1.5610, -2.6815, 1.2923], [2.6149, -2.0273, 0.9060], [3.5986, -2.5085, 1.2867], [2.9914, -2.0851, -0.1111], [1.7053, -3.6668, 1.7681], [0.7863, -2.8116, 0.6755], [0.3685, -2.2815, 3.0950], [3.7434, 0.2330, 2.8100], [2.2331, 0.8683, 2.2093]]}